Record 1
Formula: C36H37As2NO5PtS
Source: OMol25
Level of theory: ωB97M-V/def2-TZVPD

The geometry in XYZ format:
```
83
Properties=species:S:1:pos:R:3:mulliken_charge:R:1
Pt -0.0404 -0.3671 -0.1709 2.90
N 3.6594 -2.0668 1.7622 -0.42
C 2.5725 -1.4372 1.2543 0.53
O 1.4965 -2.0106 1.1551 -0.52
C 2.7478 0.0204 0.8558 -0.63
C 1.9108 0.3928 -0.3819 -0.97
H 3.5532 -3.0094 2.0970 0.25
H 4.5316 -1.5885 1.8929 0.19
H 3.8046 0.2628 0.6963 0.65
H 2.3867 0.5887 1.7121 0.07
H 2.4306 -0.1196 -1.1712 -0.04
H 1.8496 1.4555 -0.5683 0.62
C -0.3061 -3.1255 -2.4034 -0.59
C -1.7813 -2.8294 -2.1719 -1.57
As -1.9196 -1.6692 -0.5786 0.95
C -1.7924 -3.0740 0.8036 0.42
C -1.6614 -2.7446 2.1541 -0.22
C -1.5775 -3.7458 3.1116 -0.78
C -1.6176 -5.0830 2.7492 -0.55
C -1.7466 -5.4206 1.4123 -0.85
C -1.8361 -4.4237 0.4498 -0.50
C -3.7434 -1.1145 -0.5355 0.11
C -4.5876 -1.5269 0.4856 -0.26
C -5.9169 -1.1293 0.4658 -0.81
C -6.3929 -0.3225 -0.5579 -0.48
C -5.5420 0.0963 -1.5712 -0.74
C -4.2118 -0.2951 -1.5590 0.02
As 0.5959 -1.3962 -2.2792 -0.60
C 2.2129 -1.5945 -3.3805 1.50
C 3.4985 -1.1938 -3.0227 -0.51
C 4.5654 -1.3763 -3.8946 -1.08
C 4.3719 -1.9667 -5.1308 -0.46
C 3.1000 -2.3868 -5.4909 -1.11
C 2.0364 -2.2066 -4.6227 -0.35
C -0.5023 -0.3345 -3.5068 1.17
C -0.8344 0.9635 -3.1284 -0.32
C -1.6281 1.7580 -3.9479 -0.79
C -2.1034 1.2605 -5.1499 -0.57
C -1.7815 -0.0349 -5.5352 -0.79
C -0.9844 -0.8241 -4.7211 -0.33
H -0.0931 -3.5852 -3.3690 0.57
H 0.1065 -3.7780 -1.6310 0.54
H -2.4123 -3.7049 -2.0533 0.82
H -2.1858 -2.2658 -3.0125 0.66
H -1.5958 -1.7070 2.4452 0.49
H -1.4687 -3.4640 4.1509 0.47
H -1.5473 -5.8575 3.5025 0.38
H -1.7806 -6.4596 1.1097 0.40
H -1.9411 -4.7358 -0.5777 0.19
H -4.2143 -2.1505 1.2863 0.41
H -6.5799 -1.4482 1.2592 0.39
H -7.4299 -0.0129 -0.5622 0.37
H -5.9106 0.7327 -2.3652 0.42
H -3.5421 0.0411 -2.3441 0.12
H 3.7103 -0.7340 -2.0722 0.44
H 5.5529 -1.0513 -3.5946 0.40
H 5.2048 -2.1061 -5.8071 0.39
H 2.9306 -2.8595 -6.4494 0.40
H 1.0645 -2.5566 -4.9339 0.02
H -0.4832 1.3559 -2.1815 0.20
H -1.8777 2.7627 -3.6331 0.45
H -2.7282 1.8753 -5.7847 0.40
H -2.1568 -0.4354 -6.4680 0.41
H -0.7751 -1.8374 -5.0366 0.29
O -1.5315 -0.3401 0.9439 -0.91
C 3.2672 6.0508 5.2484 -1.41
C 2.4263 4.9692 4.6266 0.99
C 2.7399 3.6247 4.8031 -0.81
C 1.9470 2.6279 4.2521 -0.47
C 0.8281 2.9677 3.5075 -0.42
C 0.4950 4.3020 3.3294 -0.54
C 1.2919 5.2912 3.8849 -0.61
S -0.1895 1.6836 2.7900 1.70
O -1.4807 2.2856 2.5504 -0.73
O -0.1300 0.5713 3.7196 -0.78
O 0.5556 1.3851 1.5426 -0.75
H 4.2184 5.6549 5.6043 0.34
H 2.7556 6.5039 6.1006 0.29
H 3.4781 6.8480 4.5338 0.35
H 3.6116 3.3559 5.3899 0.29
H 2.1790 1.5815 4.4081 0.44
H -0.3928 4.5469 2.7612 0.47
H 1.0265 6.3339 3.7467 0.36
```

Summary:
total charge: 0
total energy: -6813.88205 a.u.
ΔE to the lowest compared entry with this formula, charge and spin: 99.0 kcal per mole
highest occupied orbital energy: -8.03 eV
orbital gap: 0.2771 Ha

Record 2
Formula: C8H18Cl2GaO3P
Source: OMol25
Level of theory: ωB97M-V/def2-TZVPD

The geometry in XYZ format:
```
33
Properties=species:S:1:pos:R:3:nbo_charge:R:1
C -0.9735 -0.8167 -5.5131 -0.80
C -0.5333 -0.3094 -4.2097 0.96
H -0.3015 -0.4623 -6.3156 0.36
H -2.0061 -0.4915 -5.7157 0.36
H -1.0038 -1.9269 -5.4403 0.34
O 0.1394 0.4306 -3.5757 -0.28
Cl -1.9604 -2.4102 -2.6779 -0.34
Ga -0.9733 -1.0285 -1.4690 1.02
P 0.7063 -2.3972 -0.4209 0.93
C 2.3201 -1.7843 0.0814 -0.96
C -0.2024 -3.0308 1.0089 -0.94
H 0.1627 -4.0658 -2.1127 0.27
H 1.3845 -4.5723 -0.8608 0.27
H 1.8690 -3.4795 -2.2185 0.26
C 1.0561 -3.7754 -1.5375 -0.95
H -1.2912 -2.9752 0.8524 0.28
H 0.1094 -4.0807 1.1096 0.27
H 2.9289 -2.6908 0.2454 0.29
H 2.2294 -1.1959 1.0077 0.28
H 0.0646 -2.4408 1.8961 0.29
H 2.7660 -1.1674 -0.7176 0.26
C 0.4453 0.2961 -0.9201 0.50
O 1.0177 1.2458 -0.6029 -0.32
Cl -2.4703 -0.0103 -0.1901 -0.36
C -1.9467 2.0944 3.0311 -0.64
C -1.0195 1.8021 1.8801 -0.08
O -0.3089 0.5541 2.0830 -0.77
H -2.6567 1.2769 3.1681 0.22
H -2.4983 3.0210 2.8703 0.23
H -1.3394 2.1990 3.9377 0.22
H -1.5763 1.6557 0.9530 0.17
H -0.2723 2.5920 1.7153 0.17
H 0.3438 0.7532 2.7694 0.48
```

Summary:
total charge: +2
total energy: -3727.21702 a.u.
highest occupied orbital energy: -15.69 eV
orbital gap: 0.1910 Ha

Record 3
Formula: C2F3OP
Source: OMol25
Level of theory: ωB97M-V/def2-TZVPD

The geometry in XYZ format:
```
7
Properties=species:S:1:pos:R:3:nbo_charge:R:1
C -0.2679 -0.9499 -0.4321 0.78
C 0.2519 0.0971 0.1673 -0.29
O 0.3058 2.1866 1.7789 -0.93
F -0.7974 -1.9817 0.1843 -0.26
F -0.1834 -1.1159 -1.7436 -0.23
F 0.7965 0.9345 -1.6522 -0.47
P -0.1055 0.8293 1.6975 1.40
```

Summary:
total charge: 0
total energy: -792.22799 a.u.
ΔE to the lowest compared entry with this formula, charge and spin: 79.9 kcal per mole
highest occupied orbital energy (spin up / spin down): -10.98 / -10.98 eV
orbital gap (spin up / spin down): 0.3083 / 0.3083 Ha

Record 4
Formula: C52H45N2OP3S2W
Source: OMol25
Level of theory: ωB97M-V/def2-TZVPD

The geometry in XYZ format:
```
106
Properties=species:S:1:pos:R:3:mulliken_charge:R:1
W -0.4929 0.5721 -0.1678 0.07
S 1.5922 -0.8629 -0.0342 -0.70
P 0.6145 -1.3428 1.6829 2.55
C -0.8482 -0.3221 1.6404 -1.50
P -0.6958 1.2207 2.5065 1.30
S 0.5926 2.2471 1.2522 -0.69
C 0.0084 1.2837 4.1542 1.38
C 1.2781 1.7832 4.4110 -0.44
C 1.7179 1.8735 5.7252 -0.77
C 0.8996 1.4548 6.7630 -0.68
C -0.3660 0.9387 6.5016 -0.78
C -0.8178 0.8545 5.1975 -0.76
C -2.3012 1.9980 2.6880 0.69
C -2.3434 3.2732 3.2557 -0.89
C -3.5595 3.9051 3.4425 -0.72
C -4.7392 3.2564 3.0898 -0.71
C -4.6991 1.9790 2.5526 -0.53
C -3.4797 1.3492 2.3457 0.06
C 0.0773 -3.0417 1.7021 0.61
C 1.0548 -4.0369 1.6692 -0.76
C 0.6769 -5.3656 1.7201 -0.72
C -0.6716 -5.7002 1.8249 -0.56
C -1.6392 -4.7102 1.8774 -0.72
C -1.2669 -3.3739 1.8109 -0.18
C 1.6829 -1.1468 3.1039 0.81
C 2.9708 -0.6443 2.9502 -0.71
C 3.8054 -0.5414 4.0567 -0.76
C 3.3434 -0.9259 5.3049 -0.68
C 2.0511 -1.4212 5.4609 -0.56
C 1.2207 -1.5417 4.3627 -0.70
H 1.9252 2.0928 3.6012 0.42
H 2.7024 2.2689 5.9353 0.50
H 1.2463 1.5321 7.7851 0.45
H -1.0008 0.6142 7.3147 0.47
H -1.8106 0.4690 4.9970 0.44
H -1.4284 3.7772 3.5480 0.44
H -3.5907 4.8958 3.8751 0.48
H -5.6910 3.7458 3.2473 0.45
H -5.6191 1.4713 2.2945 0.48
H -3.4445 0.3484 1.9314 0.23
H 2.1063 -3.7788 1.6076 0.44
H 1.4297 -6.1421 1.6962 0.46
H -0.9632 -6.7409 1.8806 0.42
H -2.6832 -4.9766 1.9712 0.46
H -2.0196 -2.5970 1.8480 0.35
H 3.3205 -0.3332 1.9749 0.42
H 4.8122 -0.1637 3.9415 0.46
H 3.9945 -0.8470 6.1658 0.46
H 1.7027 -1.7234 6.4391 0.52
H 0.2237 -1.9500 4.4837 0.43
O -0.6801 -4.0471 -1.3632 -0.35
N -0.1189 -2.9628 -1.9798 0.31
C 0.8358 -3.1918 -2.7753 -0.35
C 1.4243 -2.1060 -3.5753 0.22
C 2.4760 -2.4852 -4.3976 -1.11
C 3.0872 -1.5869 -5.2604 -0.92
C 2.6235 -0.2874 -5.3116 -0.87
C 1.5706 0.1073 -4.4946 -0.75
C 0.9505 -0.7799 -3.6164 1.27
P -0.4994 -0.1807 -2.6630 0.94
C -0.5420 1.5632 -3.1065 0.32
C -1.5387 2.1853 -3.8483 -1.02
C -1.4308 3.5405 -4.1320 -0.78
C -0.3352 4.2727 -3.6895 -0.65
C 0.6578 3.6589 -2.9384 -1.16
C 0.5496 2.3072 -2.6444 0.15
C -1.9622 -1.0124 -3.2995 0.93
C -2.8076 -1.7542 -2.4869 -0.50
C -3.8792 -2.4369 -3.0368 -0.96
C -4.1053 -2.3839 -4.4066 -0.75
C -3.2517 -1.6606 -5.2291 -0.81
C -2.1736 -0.9853 -4.6789 -0.86
H -0.2335 -4.8555 -1.6721 0.30
H 1.2336 -4.1999 -2.9161 0.44
H 2.8186 -3.5120 -4.3646 0.45
H 3.9077 -1.9072 -5.8874 0.43
H 3.0687 0.4299 -5.9872 0.49
H 1.2325 1.1302 -4.5783 0.45
H -2.3960 1.6262 -4.1975 0.54
H -2.2037 4.0273 -4.7118 0.48
H -0.2535 5.3228 -3.9361 0.44
H 1.5157 4.2240 -2.5991 0.50
H 1.3790 1.8166 -2.1281 0.76
H -2.6111 -1.8567 -1.4262 0.69
H -4.5287 -3.0239 -2.4014 0.53
H -4.9384 -2.9227 -4.8382 0.44
H -3.4146 -1.6354 -6.2979 0.47
H -1.4920 -0.4481 -5.3290 0.52
C -1.4772 4.4040 -0.1369 -0.82
C -2.7542 3.7991 -0.6414 0.64
C -3.7849 4.6376 -1.0357 -0.97
C -5.0151 4.1310 -1.4304 -1.01
C -5.2457 2.7686 -1.3989 -0.86
C -4.2484 1.8823 -1.0090 0.92
C -4.5924 0.4272 -0.9208 -1.62
C -2.9907 2.4122 -0.6793 1.24
N -1.9396 1.5356 -0.3984 0.70
H -1.4295 5.4571 -0.4086 0.60
H -0.5923 3.9095 -0.5254 -0.19
H -1.4340 4.3348 0.9506 -0.01
H -3.6199 5.7073 -1.0205 0.51
H -5.8020 4.8057 -1.7408 0.49
H -6.2192 2.3750 -1.6646 0.55
H -5.4872 0.3041 -0.3071 0.51
H -3.8017 -0.1727 -0.4789 -0.23
H -4.8160 0.0149 -1.9037 0.55
```

Summary:
total charge: +2
total energy: -4080.36097 a.u.
ΔE to the lowest compared entry with this formula, charge and spin: 45.9 kcal per mole
highest occupied orbital energy: -13.10 eV
orbital gap: 0.2455 Ha